DFT (ωB97M-V/def2-TZVPD) results for a molecular structure, C28H36LuN4 at a distorted geometry.

Atoms and positions in Å:
1 Lu 0.0129 -1.0162 1.0462
2 N -0.3041 -1.9319 3.3525
3 N 0.2303 -2.6061 -1.0915
4 C 0.8113 1.7720 0.7449
5 C 1.8718 0.8669 1.0692
6 C 1.7122 0.4998 2.4490
7 C 2.6439 -0.3385 3.2406
8 H 3.5597 -0.5367 2.6731
9 H 2.1822 -1.3087 3.4773
10 H 2.9158 0.1345 4.1924
11 C 0.5752 1.1950 2.9655
12 C 0.1538 1.2347 4.3890
13 H 0.9834 1.5668 5.0401
14 H -0.1673 0.2367 4.7280
15 H -0.6840 1.9357 4.5311
16 C 0.0221 1.9714 1.9094
17 C -1.1438 2.8861 1.9955
18 H -1.7998 2.6198 2.8359
19 H -1.7379 2.8385 1.0687
20 H -0.8484 3.9405 2.1309
21 C 3.0449 0.5833 0.1968
22 H 3.7972 1.3908 0.2518
23 H 2.7381 0.5071 -0.8568
24 H 3.5413 -0.3564 0.4724
25 C 0.6735 2.5223 -0.5278
26 H -0.3721 2.8033 -0.7116
27 H 0.9957 1.9092 -1.3785
28 H 1.2740 3.4496 -0.5432
29 C -0.8574 -2.3167 4.5288
30 H -0.5789 -1.8268 5.5345
31 C -1.8109 -3.3952 4.4857
32 H -2.5166 -3.4939 5.3493
33 C -1.8260 -4.1798 3.2791
34 H -2.6552 -4.9344 3.1840
35 C -0.7935 -4.0451 2.3074
36 H -0.8830 -4.5748 1.3390
37 C 0.2713 -3.0142 2.4789
38 C 1.5745 -2.6919 1.9984
39 H 2.2855 -3.3444 1.2908
40 C -0.3045 -1.4324 -1.2767
41 C 0.7100 -3.1933 -2.2287
42 H 1.2260 -4.1236 -2.1172
43 C 0.4091 -2.3499 -3.2503
44 H 0.6743 -2.4266 -4.2808
45 N -0.2643 -1.2505 -2.6485
46 C -0.3415 0.0308 -3.1578
47 C 0.6829 0.4353 -4.0251
48 C 0.4323 1.5857 -4.7620
49 H 1.1156 1.8663 -5.5918
50 C -0.7276 2.3430 -4.5049
51 C -1.0412 3.5343 -5.3422
52 H -1.6306 4.2323 -4.7405
53 H -1.6389 3.2092 -6.2035
54 H -0.1121 3.9928 -5.6892
55 C -1.6722 1.9538 -3.5332
56 H -2.6178 2.5365 -3.4395
57 C -1.4544 0.8064 -2.7799
58 C -2.4139 0.3601 -1.7180
59 H -2.3704 -0.7259 -1.5729
60 H -3.4536 0.6215 -1.9840
61 H -2.2555 0.8356 -0.7289
62 C 1.9625 -0.3242 -4.2115
63 H 1.8264 -1.3118 -4.6631
64 H 2.5875 -0.4505 -3.3131
65 H 2.5842 0.2171 -4.9412
66 N -2.4083 -0.4698 1.7514
67 H -2.7922 0.4083 2.1287
68 H -2.6182 -1.1763 2.4642
69 H -2.9854 -0.6866 0.9335

Total charge: -1

Atom charges from the Mulliken analysis, given in e for atoms 1 to 2: 1.451, 0.167

=====

DFT (ωB97M-V/def2-TZVPD) results for a molecular structure, C20H18N6O4STl at a distorted geometry.

Atoms and positions in Å:
1 Tl 0.4346 1.9881 -2.0106
2 O -3.4733 -3.8876 0.1912
3 C -2.7983 -3.8971 -0.8607
4 O -2.5251 -4.8090 -1.6643
5 C -2.1705 -2.5479 -1.2026
6 C -2.4235 -1.4315 -0.4201
7 C -1.7632 -0.2511 -0.6791
8 N -0.8623 -0.1366 -1.6795
9 C -0.6568 -1.1965 -2.4808
10 C -1.2997 -2.4017 -2.2695
11 C 0.3056 -1.0103 -3.6196
12 C 0.7594 -2.0778 -4.3828
13 C 1.6231 -1.8354 -5.4372
14 C 2.0345 -0.5384 -5.7021
15 C 1.5643 0.4637 -4.8793
16 N 0.7157 0.2354 -3.8726
17 C -2.0388 0.9654 0.1536
18 C -2.6304 0.8651 1.4173
19 C -2.9263 2.0184 2.1203
20 C -2.6234 3.2561 1.5651
21 C -2.0130 3.2730 0.3263
22 N -1.7240 2.1638 -0.3608
23 H -3.1578 -1.5448 0.3700
24 H -1.1626 -3.2688 -2.9059
25 H 0.4492 -3.0886 -4.1578
26 H 1.9748 -2.6597 -6.0462
27 H 2.7045 -0.3083 -6.5200
28 H 1.8715 1.4952 -5.0299
29 H -2.8572 -0.1052 1.8389
30 H -3.4062 1.9517 3.0903
31 H -2.8655 4.1817 2.0720
32 H -1.7499 4.2129 -0.1504
33 O 3.2365 -0.4297 0.4535
34 N 3.5060 -0.2106 -0.6743
35 O 2.9625 0.3203 -1.5517
36 C 1.9707 -1.3016 3.4159
37 N 1.5939 0.1118 3.5101
38 C 1.7962 0.8929 4.7496
39 C 1.2505 2.2889 4.3772
40 N 1.0669 2.1509 2.9222
41 C 1.2150 0.8983 2.5272
42 S 0.8628 0.3748 0.9048
43 H 1.6990 -1.7926 4.3468
44 H 3.0430 -1.4023 3.2551
45 H 1.4364 -1.7710 2.5951
46 H 2.8530 0.9050 5.0113
47 H 1.2440 0.4315 5.5626
48 H 1.9499 3.0872 4.6031
49 H 0.3018 2.5047 4.8626
50 H 0.7028 2.8672 2.3154

Total charge: +1

Atom charges from the Mulliken analysis, given in e for atoms 1 to 2: 0.794, -0.721

=====

DFT (ωB97M-V/def2-TZVPD) results for a molecular structure, C32H41N4OS3Si2TeZr at a distorted geometry.

Atoms and positions in Å:
1 Zr 0.1368 0.8003 -0.3487
2 C 2.8214 2.0375 -0.5720
3 C 2.2654 2.4627 0.6358
4 C 1.1146 3.2470 0.6322
5 C 0.5144 3.5966 -0.5847
6 C 1.0801 3.1828 -1.7851
7 C 2.2327 2.3978 -1.7793
8 H 3.6948 1.3989 -0.5673
9 H 2.7152 2.1643 1.5751
10 H 0.6822 3.5722 1.5707
11 H -0.3938 4.1852 -0.5944
12 H 0.5863 3.4081 -2.7201
13 H 2.6271 2.0155 -2.7100
14 S 1.9571 -0.8879 -0.1017
15 C 0.6722 -2.0743 -0.0906
16 S -0.9492 -1.4218 -0.0756
17 C 0.9252 -3.4105 -0.0364
18 C -0.1409 -4.3558 -0.0124
19 N -1.0096 -5.1071 0.0235
20 C 2.2653 -3.8839 0.0709
21 N 3.3600 -4.2225 0.1575
22 C -1.8341 0.0946 6.1440
23 Si -2.7747 0.9802 4.7935
24 C -4.5946 0.5498 4.8270
25 C -2.5445 2.8363 4.9237
26 C -2.1083 0.3618 3.1387
27 Te -0.0303 0.7130 2.8012
28 C 0.6185 -1.2291 3.3378
29 Si 2.2872 -1.3648 4.2355
30 C 2.5516 -3.1925 4.5111
31 C 2.1397 -0.4442 5.8566
32 C 3.6753 -0.6399 3.2107
33 H -2.1290 0.4643 7.1272
34 H -0.7537 0.2450 6.0650
35 H -2.0248 -0.9791 6.1284
36 H -5.0503 0.8376 5.7750
37 H -4.7613 -0.5191 4.6960
38 H -5.1397 1.0697 4.0370
39 H -2.5846 3.1412 5.9698
40 H -3.3340 3.3809 4.4039
41 H -1.5813 3.1765 4.5367
42 H -2.6467 0.7510 2.2737
43 H -2.1789 -0.7263 3.0620
44 H 0.5498 -1.8365 2.4363
45 H -0.1566 -1.5733 4.0280
46 H 1.7327 -3.6324 5.0822
47 H 3.4719 -3.3707 5.0688
48 H 2.6338 -3.7354 3.5686
49 H 1.4264 -0.9245 6.5275
50 H 1.8295 0.5949 5.7247
51 H 3.1048 -0.4293 6.3641
52 H 3.8232 -1.1706 2.2723
53 H 4.6056 -0.6987 3.7783
54 H 3.5114 0.4169 2.9827
55 C 2.4844 -3.1532 -10.6782
56 C 2.1088 -2.6915 -9.2961
57 O 2.8817 -2.5981 -8.3868
58 S 0.3700 -2.2504 -9.1645
59 C 0.3382 -1.5611 -7.5372
60 C 0.6356 -2.3437 -6.4252
61 C 0.5779 -1.7982 -5.1591
62 C 0.2115 -0.4598 -4.9868
63 C -0.0826 0.3218 -6.1021
64 C -0.0139 -0.2283 -7.3686
65 C 0.1379 0.0761 -3.6639
66 C 0.0638 0.5139 -2.5297
67 H 3.2277 -3.9418 -10.5833
68 H 2.9349 -2.3079 -11.1995
69 H 1.6284 -3.5020 -11.2511
70 H 0.9168 -3.3787 -6.5559
71 H 0.8148 -2.3994 -4.2916
72 H -0.3577 1.3604 -5.9772
73 H -0.2256 0.3829 -8.2352
74 C -2.4347 3.3342 1.1839
75 C -2.8231 2.4550 0.0496
76 N -2.0607 1.5603 -0.5723
77 C -2.8596 0.9861 -1.5629
78 C -4.0902 1.5432 -1.5158
79 N -4.0485 2.4698 -0.4996
80 H -1.4086 3.1273 1.4794
81 H -3.0647 3.1658 2.0569
82 H -2.5106 4.3890 0.9139
83 H -2.4610 0.2297 -2.2172
84 H -4.9783 1.3805 -2.0973
85 H -4.8035 3.0656 -0.2021

Total charge: +1

Atom charges from the Mulliken analysis, given in e for atoms 1 to 2: 0.430, -0.529

=====

DFT (ωB97M-V/def2-TZVPD) results for C2H3NS2 in the gas phase at a distorted geometry.

Atoms and positions in Å:
1 C 0.1504 -1.3945 -0.3755
2 C 1.2335 -0.5313 -0.1550
3 N -3.0843 -0.5916 -0.0418
4 S 1.5096 -2.2789 0.0730
5 S -1.8104 -1.5351 0.0015
6 H 1.5534 -0.0155 -1.0241
7 H 1.3108 0.1690 0.7667
8 H -3.2059 0.3962 0.1741

Atom charges from the Mulliken analysis, given in e for atoms 1 to 2: -0.076, -0.276

=====

For each record above, in turn, the calculated energy above the lowest of the compared OMol25 structures with the same formula, charge and spin values are 162.7; 71.4; 16.9; 434.9 kJ/mol.
For each record above, in turn, the calculated M values are 603.59; 642.85; 868.90; 105.19 g/mol.